Record 1
Entry from the Open Molecules 2025 dataset: one molecule with the formula C9H16N4S2 (the ωB97M-V functional and the def2-TZVPD basis).

## Properties
* frontier orbital gap: 9.081 eV
* E_LUMO: 0.602 eV
* SMILES string: CSc1nnc(CN2CCSCC2)n1C
* net charge: 0
* highest occupied orbital energy: -0.3116 Eh
* calculated total energy: -37223.299 eV

Each line ends with the Löwdin charge.
Cartesian coordinates (Å):
C  0.0786  -0.6746  -5.2819  -0.4053
S  -0.4492  0.6068  -4.1196  0.8900
C  0.4224  0.0201  -2.7175  -0.6570
N  1.2356  -1.0045  -2.6794  0.0193
N  1.7139  -1.0811  -1.3942  0.0685
C  1.1717  -0.1137  -0.7059  -0.3321
C  1.4381  0.1769  0.7338  -0.1311
N  0.2315  0.1015  1.5535  -0.1949
C  -0.2788  -1.2695  1.5914  -0.2437
C  -1.6606  -1.3530  2.2409  -0.4688
S  -1.6570  -0.8111  3.9733  0.8377
C  -0.8366  0.7788  3.6838  -0.4730
C  0.4635  0.6289  2.8866  -0.2646
N  0.3327  0.6222  -1.4977  -0.0572
C  -0.4721  1.7744  -1.1275  -0.0180
H  -0.2288  -1.6659  -4.9337  0.0411
H  -0.4077  -0.4491  -6.2357  0.0317
H  1.1681  -0.6384  -5.4092  0.0414
H  2.2419  -0.5166  1.0523  0.1353
H  1.8517  1.1870  0.8287  0.1260
H  -0.3463  -1.6368  0.5580  0.1211
H  0.4153  -1.9466  2.1313  0.1287
H  -2.3816  -0.7702  1.6550  0.0809
H  -1.9840  -2.3925  2.2559  0.0708
H  -0.6219  1.2013  4.6660  0.0712
H  -1.5174  1.4485  3.1486  0.0771
H  0.9284  1.6212  2.7878  0.1196
H  1.1772  -0.0042  3.4564  0.1269
H  -0.6405  1.7224  -0.0488  0.0823
H  -1.4291  1.7418  -1.6538  0.0806
H  0.0410  2.6960  -1.3983  0.0951

=====

Record 2
Entry from the Open Molecules 2025 dataset: a 6-piece molecular cluster, C37H38ClN2O3P overall at a distorted geometry (the ωB97M-V functional and the def2-TZVPD basis).

## Properties
* frontier orbital gap: 9.261 eV
* E_LUMO: 0.123 eV
* SMILES string: N#CC[C@](C#N)(CCOC=O)P(O)Cl.c1ccccc1.c1ccccc1.c1ccccc1.c1ccccc1.c1ccccc1
* net charge: 0
* highest occupied orbital energy: -0.3358 Eh
* calculated total energy: -69917.783 eV

Each line ends with the Löwdin charge.
Cartesian coordinates (Å):
N  -2.5515  0.7923  -2.5097  0.1828
C  -1.5338  0.9598  -2.0686  -0.2641
C  -0.1717  0.9193  -1.4367  -0.1232
C  -0.0660  1.7779  -0.0849  -0.5322
C  0.1747  3.1950  -0.5169  -0.2428
N  0.4048  4.2827  -0.6573  0.2220
C  1.0946  1.1252  0.7388  -0.1316
C  1.7880  2.0326  1.7964  -0.1588
O  1.5502  1.6371  3.1702  -0.0644
C  0.3452  2.1731  3.5964  -0.3933
O  0.1562  3.3080  3.7910  0.1269
P  -1.6790  1.6465  0.9245  0.6723
O  -2.1851  0.0648  0.7030  -0.3539
Cl  -3.1299  2.9403  0.1289  0.2322
H  0.5184  1.4326  -2.1424  0.1084
H  0.2361  -0.0951  -1.2904  0.1264
H  1.7947  0.6571  0.0166  0.1289
H  0.6390  0.2718  1.2975  0.1021
H  1.5756  3.1145  1.7108  0.1218
H  2.8826  1.9232  1.6471  0.1351
H  -0.4752  1.4451  3.7904  0.1328
H  -3.1288  -0.0126  0.9261  0.0759
C  3.4529  2.0768  -3.2860  -0.1058
C  2.8702  1.4170  -4.3614  -0.1016
C  3.6518  0.6415  -5.2074  -0.0926
C  5.0174  0.5286  -4.9807  -0.0928
C  5.6016  1.1953  -3.9110  -0.0942
C  4.8197  1.9683  -3.0627  -0.0962
H  2.8414  2.6780  -2.6214  0.0854
H  1.8046  1.5073  -4.5401  0.0973
H  3.1968  0.1248  -6.0437  0.1026
H  5.6271  -0.0782  -5.6389  0.1019
H  6.6677  1.1119  -3.7380  0.1016
H  5.2750  2.4867  -2.2273  0.1009
C  0.5404  -3.5331  3.4509  -0.0947
C  0.2248  -2.3543  2.7872  -0.0858
C  -0.7329  -2.3575  1.7790  -0.0966
C  -1.3716  -3.5424  1.4327  -0.0924
C  -1.0493  -4.7226  2.0905  -0.0911
C  -0.0947  -4.7179  3.1004  -0.1140
H  1.2817  -3.5289  4.2411  0.1033
H  0.7261  -1.4306  3.0572  0.0907
H  -0.9817  -1.4394  1.2643  0.0500
H  -2.1199  -3.5456  0.6485  0.0979
H  -1.5432  -5.6475  1.8169  0.1050
H  0.1544  -5.6382  3.6150  0.1061
C  -1.2926  -3.4213  -2.1888  -0.1035
C  -1.3299  -4.7102  -2.7056  -0.0959
C  -2.1586  -5.0032  -3.7809  -0.0980
C  -2.9534  -4.0081  -4.3370  -0.0955
C  -2.9227  -2.7214  -3.8145  -0.0870
C  -2.0917  -2.4269  -2.7419  -0.0928
H  -0.6408  -3.1914  -1.3532  0.0864
H  -0.7120  -5.4868  -2.2703  0.1006
H  -2.1855  -6.0076  -4.1863  0.0995
H  -3.5979  -4.2363  -5.1774  0.1000
H  -3.5464  -1.9463  -4.2438  0.1021
H  -2.0670  -1.4245  -2.3375  0.0476
C  2.7469  7.3771  -3.5949  -0.0998
C  2.7074  8.7346  -3.8868  -0.1030
C  1.6756  9.5217  -3.3921  -0.1022
C  0.6807  8.9501  -2.6087  -0.0985
C  0.7156  7.5910  -2.3243  -0.0983
C  1.7489  6.8050  -2.8158  -0.1039
H  3.5555  6.7642  -3.9754  0.0974
H  3.4821  9.1798  -4.4999  0.0978
H  1.6465  10.5812  -3.6170  0.0980
H  -0.1229  9.5644  -2.2205  0.0986
H  -0.0625  7.1430  -1.7181  0.0913
H  1.7764  5.7459  -2.5914  0.0711
C  -3.8272  -5.1675  5.6631  -0.0931
C  -4.5779  -5.5883  6.7533  -0.0989
C  -4.0150  -5.5971  8.0231  -0.0995
C  -2.6995  -5.1888  8.2022  -0.0987
C  -1.9461  -4.7764  7.1105  -0.0938
C  -2.5099  -4.7641  5.8412  -0.0898
H  -4.2684  -5.1545  4.6735  0.0997
H  -5.6033  -5.9092  6.6134  0.0993
H  -4.6017  -5.9223  8.8738  0.0993
H  -2.2611  -5.1932  9.1929  0.0993
H  -0.9179  -4.4632  7.2491  0.0993
H  -1.9229  -4.4402  4.9900  0.0764

=====

Record 3
Entry from the Open Molecules 2025 dataset: C26H21BCl3N11O2STa as an isolated structure (the ωB97M-V functional and the def2-TZVPD basis).

## Properties
* frontier orbital gap (spin up / spin down): 6.991 / 5.243 eV
* spin multiplicity: 2
* E_LUMO (spin up / spin down): -6.825 / -8.572 eV
* net charge: +2
* highest occupied orbital energy (spin up / spin down): -0.5077 / -0.5077 Eh
* calculated total energy: -98411.279 eV

Each line ends with the Löwdin charge.
Cartesian coordinates (Å):
Ta  0.5759  -0.3318  0.3391  1.7735
N  3.9396  -0.6229  3.6701  0.1803
C  3.2346  -0.3049  2.6121  -0.7507
S  1.5471  -0.0470  2.7174  0.7755
N  3.9658  -0.1010  1.4742  0.0508
N  3.2164  0.1560  0.4296  -0.0813
C  3.9589  0.5964  -0.5932  -0.0085
C  3.4570  0.9890  -1.8434  -0.1357
C  4.3024  1.6433  -2.7733  0.0176
C  3.7877  2.1048  -3.9565  -0.0296
C  2.4263  1.9201  -4.2403  0.0063
C  1.5749  1.2627  -3.3626  0.0350
C  2.0999  0.7909  -2.1778  -0.2780
O  1.3858  0.0907  -1.3022  -0.2661
H  3.5020  -0.7743  4.5665  0.1321
H  4.9465  -0.6894  3.5923  0.1454
H  5.0223  0.7137  -0.3997  0.1481
H  5.3479  1.7841  -2.5294  0.1327
H  4.4225  2.6109  -4.6694  0.1249
H  2.0275  2.2906  -5.1758  0.1294
H  0.5312  1.1028  -3.5961  0.1315
C  0.1511  4.0285  0.2829  0.0025
C  0.8960  2.8632  0.3045  -0.1031
N  0.0818  1.8008  0.4208  -0.1184
N  -1.1850  2.2734  0.4731  0.0409
C  -1.1668  3.6053  0.3851  0.0005
B  -2.4166  1.3121  0.5208  -0.6424
N  -2.3322  0.3969  -0.7291  0.0587
C  -3.1694  0.1113  -1.7292  -0.0010
C  -2.6130  -0.8993  -2.5043  0.0019
C  -1.4064  -1.1888  -1.9006  -0.1089
N  -1.2384  -0.4042  -0.8216  -0.1063
N  -2.2218  0.3501  1.7224  0.0363
C  -3.0937  -0.0543  2.6505  -0.0122
C  -2.4846  -0.9983  3.4569  -0.0051
C  -1.2087  -1.1294  2.9400  -0.2032
N  -1.0448  -0.3075  1.8857  -0.1761
N  -3.6704  2.1033  0.6529  -0.0279
C  -4.0753  2.8412  1.7289  -0.0947
C  -5.1131  3.6330  1.3253  -0.0353
C  -5.2737  3.3291  -0.0435  -0.1194
N  -4.4063  2.4239  -0.4465  0.0758
H  0.5091  5.0396  0.2078  0.1173
H  1.9653  2.7321  0.2580  0.1139
H  -2.0864  4.1682  0.3951  0.1412
H  -4.0938  0.6560  -1.8178  0.1195
H  -3.0386  -1.3578  -3.3789  0.1178
H  -0.6535  -1.9104  -2.1752  0.1270
H  -4.0934  0.3461  2.6772  0.1394
H  -2.9109  -1.5168  4.2969  0.1202
H  -0.4164  -1.7830  3.2586  0.0883
H  -3.5922  2.7568  2.6894  0.1297
H  -5.6801  4.3249  1.9228  0.1072
H  -5.9904  3.7323  -0.7407  0.1155
Cl  1.3367  -7.9561  -0.3707  0.7581
C  1.1423  -6.2585  -0.2081  -0.6490
C  -0.0840  -5.7507  0.1937  -0.0978
C  -0.2339  -4.3832  0.3312  -0.5639
Cl  -1.7536  -3.7002  0.7916  0.7801
C  0.8344  -3.5307  0.0736  -0.3746
O  0.6969  -2.1890  0.2195  -0.3249
C  2.0503  -4.0603  -0.3558  -0.5642
Cl  3.3483  -2.9710  -0.7123  0.7605
C  2.2165  -5.4230  -0.4910  -0.0993
H  -0.9163  -6.4101  0.3939  0.1215
H  3.1631  -5.8300  -0.8155  0.1208

=====

Record 4
Entry from the Open Molecules 2025 dataset: C37H45F6N10O3SbTeTi as an isolated structure at a distorted geometry (the ωB97M-V functional and the def2-TZVPD basis).

## Properties
* frontier orbital gap (spin up / spin down): 7.303 / 7.819 eV
* spin multiplicity: 2
* E_LUMO (spin up / spin down): -3.105 / -3.207 eV
* net charge: +1
* highest occupied orbital energy (spin up / spin down): -0.3825 / -0.4052 Eh
* calculated total energy: -113397.850 eV

Each line ends with the Löwdin charge.
Cartesian coordinates (Å):
Ti  -0.0687  -0.0388  0.5701  0.9392
O  -0.8854  3.5951  1.4408  0.1256
C  -0.5728  2.4274  1.5310  -0.5479
O  0.2413  1.7802  0.7072  -0.1622
C  -1.1018  1.5222  2.6221  -0.1792
C  -1.8273  2.0438  3.6948  0.0357
C  -2.3146  1.1731  4.6308  0.0405
C  -2.0506  -0.2097  4.5007  -0.1412
C  -2.5119  -1.1603  5.4472  -0.0171
C  -2.1949  -2.4801  5.3157  -0.0517
C  -1.3914  -2.9106  4.2358  -0.0426
C  -0.9449  -2.0255  3.2966  -0.0263
C  -1.2820  -0.6541  3.3998  -0.1921
N  -0.8330  0.2308  2.4582  0.0600
H  -1.9806  3.1105  3.7413  0.1335
H  -2.8863  1.5280  5.4759  0.1296
H  -3.1144  -0.8155  6.2749  0.1202
H  -2.5473  -3.1992  6.0393  0.1122
H  -1.1253  -3.9554  4.1539  0.1145
H  -0.3193  -2.3563  2.4720  0.0903
N  -0.6458  -3.7849  -3.1020  0.2263
C  -1.1789  -4.5088  -2.1197  -0.4623
N  -1.5331  -5.7753  -2.3552  0.1925
N  -1.3861  -4.0601  -0.8924  0.1605
C  -1.0175  -2.9283  -0.4519  -0.2804
N  -0.6878  -1.9732  0.1299  0.0905
H  -0.5032  -4.1688  -4.0206  0.1309
H  -0.4525  -2.8084  -2.9849  0.0638
H  -1.4301  -6.2023  -3.2591  0.1223
H  -1.9210  -6.3104  -1.5980  0.1249
C  2.3258  -2.5644  -0.3710  0.0028
C  2.7279  -1.5062  0.6151  -0.7113
O  3.9125  -1.4127  0.9725  -0.0984
N  1.8072  -0.6727  1.1590  -0.2807
Te  3.0173  0.1960  2.5738  1.9917
C  1.8513  1.6407  3.6045  -0.3331
C  1.8593  3.0108  3.3356  -0.2757
C  2.2897  3.6259  2.0389  -0.0326
C  1.4124  3.8799  4.3264  0.0084
C  0.9792  3.4346  5.5638  -0.2498
C  0.5722  4.4022  6.6343  -0.0331
C  0.9643  2.0645  5.7945  -0.0118
C  1.4044  1.1588  4.8417  -0.3227
C  1.3997  -0.3019  5.2131  -0.0819
C  4.5126  1.4469  1.7583  -0.3117
C  4.6261  1.8426  0.4258  -0.2781
C  3.6447  1.4768  -0.6424  -0.0463
C  5.7251  2.6207  0.0757  0.0084
C  6.6864  3.0016  0.9986  -0.2468
C  7.8697  3.8228  0.5841  -0.0373
C  6.5360  2.5820  2.3140  0.0000
C  5.4631  1.7985  2.7148  -0.3017
C  5.3716  1.3706  4.1526  -0.0780
H  3.2318  -3.0409  -0.7327  0.0954
H  1.7735  -2.1382  -1.2059  0.0519
H  1.6989  -3.3062  0.1249  0.0833
H  2.4282  2.8905  1.2512  0.0444
H  3.2199  4.1800  2.1681  0.1053
H  1.5234  4.3221  1.7010  0.0913
H  1.4082  4.9388  4.1120  0.1330
H  0.1507  5.3086  6.2072  0.0824
H  1.4420  4.6906  7.2272  0.0926
H  -0.1569  3.9633  7.3112  0.0793
H  0.6181  1.6908  6.7485  0.1275
H  0.5467  -0.5182  5.8557  0.0851
H  2.3065  -0.5648  5.7665  0.0957
H  1.3301  -0.9736  4.3456  0.0341
H  2.6315  1.3544  -0.2529  0.0366
H  3.9366  0.5408  -1.1233  0.1025
H  3.6140  2.2431  -1.4151  0.0932
H  5.8218  2.9377  -0.9522  0.1267
H  7.6196  4.4840  -0.2427  0.0820
H  8.6814  3.1737  0.2548  0.0910
H  8.2419  4.4234  1.4111  0.0807
H  7.2732  2.8692  3.0494  0.1211
H  6.1951  1.7962  4.7196  0.0867
H  5.4308  0.2827  4.2481  0.0760
H  4.4403  1.7042  4.6218  0.0688
C  -4.9695  0.0396  -3.5792  -0.0673
C  -4.8071  1.5354  -3.3296  -0.3977
C  -3.5035  2.0565  -3.9293  -0.0647
C  -4.9279  1.8782  -1.8416  -0.0949
N  -3.9236  1.2144  -1.0269  -0.0661
C  -2.6570  1.5250  -0.7941  -0.1036
N  -2.1312  0.5718  -0.0581  -0.0399
N  -3.1115  -0.3303  0.1468  0.0216
N  -4.1738  0.0473  -0.4251  0.0923
H  -4.9751  -0.1611  -4.6469  0.0832
H  -5.8984  -0.3393  -3.1588  0.0805
H  -4.1427  -0.5207  -3.1441  0.0642
H  -5.6438  2.0635  -3.8002  0.1399
H  -2.6370  1.5441  -3.5034  0.0331
H  -3.3845  3.1271  -3.7701  0.0889
H  -3.4799  1.8765  -5.0015  0.0898
H  -5.8882  1.5513  -1.4401  0.1320
H  -4.8213  2.9529  -1.6802  0.1362
H  -2.1619  2.4231  -1.1117  0.1448
F  0.8260  -0.0168  -1.3795  -0.3864
Sb  0.2361  0.3483  -3.2213  1.4135
F  -1.2517  -0.7667  -2.7988  -0.3474
F  1.1453  -1.2586  -3.6684  -0.3448
F  -0.6808  1.8319  -2.5152  -0.3295
F  1.8204  1.3147  -3.4380  -0.3142
F  -0.3948  0.6175  -4.9579  -0.3206